Below is a structure of composition C19H32F6MgN3O2PS6, with properties calculated with ωB97M-V with the def2-TZVPD basis set.

XYZ file:
```
70
Properties=species:S:1:pos:R:3:forces:R:3
Mg 0.6360 1.1801 -0.5926 -0.36 0.26 0.32
C 2.8632 0.1549 -3.2845 0.04 0.01 -0.10
C 3.3092 0.9523 -2.0608 -0.04 0.00 0.04
O 2.4490 0.8294 -1.0025 0.26 -0.06 -0.07
C 4.7026 0.4427 -1.6157 -0.05 -0.06 -0.04
F 5.6893 0.7679 -2.4584 0.01 0.00 -0.03
F 4.6927 -0.9020 -1.5263 0.00 0.00 0.06
F 5.0444 0.9052 -0.4005 0.00 0.04 0.05
C 3.3914 2.4517 -2.4311 -0.02 -0.11 -0.03
F 3.7377 3.2051 -1.3731 0.07 0.05 0.05
F 2.1779 2.8718 -2.8294 0.01 0.05 0.04
F 4.2504 2.7216 -3.4200 -0.03 0.04 -0.05
H 2.6896 -0.8743 -2.9801 0.01 -0.01 0.01
H 3.6048 0.1843 -4.0833 -0.01 -0.01 0.00
H 1.9280 0.5666 -3.6614 -0.01 0.03 0.01
C -2.8279 4.8504 2.4382 0.00 -0.02 0.04
S -2.0127 4.9844 0.8294 0.04 -0.04 0.00
C -2.9089 3.8064 -0.1107 0.04 -0.01 0.07
C -2.3712 3.0424 -1.0812 0.15 -0.12 -0.11
S -0.7124 2.9574 -1.6459 0.09 0.02 0.07
S -3.5419 2.1446 -2.0209 0.10 -0.23 -0.17
C -4.9633 2.5326 -1.1319 -0.08 -0.03 0.00
S -6.4412 1.8800 -1.4156 0.02 0.03 0.02
S -4.6429 3.6991 0.0993 -0.11 0.12 0.11
H -2.2602 5.4909 3.1113 0.00 0.00 0.00
H -2.7987 3.8275 2.8106 0.01 0.01 0.00
H -3.8555 5.2067 2.4092 0.00 0.00 -0.02
C 0.1361 -6.3326 -0.2625 0.00 0.01 0.00
C 1.1372 -5.7027 -1.2323 0.01 0.04 0.03
C 1.5190 -4.3154 -0.8208 -0.16 -0.11 -0.07
N 0.9427 -3.2515 -1.2573 0.14 0.17 0.16
N 1.4161 -2.0922 -0.6765 -0.23 -0.25 -0.34
C 2.3517 -2.3270 0.1885 0.13 0.35 0.12
N 2.9385 -1.3274 0.9199 -0.06 -0.03 0.03
S 2.7345 -3.9966 0.3794 0.10 -0.17 0.09
H -0.1598 -7.3234 -0.6056 0.01 -0.01 0.00
H -0.7587 -5.7144 -0.1873 -0.01 0.00 0.00
H 0.5637 -6.4346 0.7360 0.00 0.01 0.00
H 0.7055 -5.6294 -2.2302 0.00 -0.01 0.00
H 2.0318 -6.3238 -1.3015 0.00 0.00 -0.04
H 2.9138 -0.4467 0.4043 0.04 0.00 -0.03
H 3.8416 -1.5416 1.3113 0.01 0.01 -0.03
C -1.8980 -1.3090 -1.6124 0.06 -0.04 0.00
C -2.3916 -0.8177 -0.2530 0.02 0.00 0.04
P -1.0552 -0.1951 0.8413 -0.18 -0.05 -0.31
C -1.9001 0.9448 2.0186 0.04 0.05 0.03
C -3.3854 0.7250 2.3063 0.01 -0.02 0.00
C -0.5783 -1.6770 1.8059 0.04 0.02 0.15
C -1.6058 -2.2092 2.8014 0.03 -0.02 0.00
H -2.7471 -1.5161 -2.2649 -0.01 -0.04 0.02
H -1.2883 -2.2104 -1.5387 -0.01 0.06 0.02
H -1.2940 -0.5477 -2.1150 -0.02 0.03 0.02
H -2.9413 -1.6030 0.2711 -0.05 0.01 -0.02
H -3.0851 0.0085 -0.3988 -0.05 0.04 -0.01
H -1.7600 1.9485 1.6054 0.03 -0.01 -0.01
H -1.3126 0.9152 2.9418 0.00 0.00 0.00
H -3.9905 0.8237 1.4049 0.01 0.01 0.00
H -3.7406 1.4793 3.0104 -0.02 -0.01 0.02
H -3.5865 -0.2540 2.7388 0.01 0.00 -0.01
H 0.3600 -1.4433 2.3159 0.01 -0.01 -0.03
H -0.3384 -2.4349 1.0575 -0.02 0.00 0.01
H -1.8028 -1.4964 3.6026 0.01 0.01 -0.01
H -1.2331 -3.1248 3.2632 -0.01 0.00 0.01
H -2.5554 -2.4492 2.3221 0.00 0.00 -0.01
C 1.5165 3.5515 1.4476 -0.04 -0.03 -0.08
O 1.5356 2.1594 1.0846 0.00 -0.04 0.00
H 1.8862 3.6704 2.4656 0.01 0.01 0.01
H 0.4882 3.8907 1.3726 -0.03 0.01 0.02
H 2.1253 4.1296 0.7529 0.00 0.02 0.01
H 2.4350 1.9213 0.8148 0.04 0.01 -0.06
```
Forces are in eV/Å.

Results
E = -4587.86475 a.u.
HOMO-LUMO gap = 7.61 eV
total charge = 0
LUMO energy = 0.14 eV
HOMO = -7.47 eV

Below is a structure of composition C19H32FGaN2O7P at a distorted geometry, with properties calculated with ωB97M-V with the def2-TZVPD basis set.

XYZ file:
```
63
Properties=species:S:1:pos:R:3:forces:R:3
C 6.9428 -0.9552 2.8028 0.45 -0.03 -0.27
C 6.7899 0.1048 1.7310 -0.45 0.36 0.14
O 7.7077 0.6673 1.1999 0.19 -0.30 -0.03
O 5.4973 0.4346 1.4277 0.03 -0.35 0.13
C 5.0817 0.0278 0.1200 -0.34 -0.68 -0.93
C 4.4981 -1.4173 0.1138 0.00 0.65 -0.07
C 2.9484 -1.4531 0.1956 0.65 -0.31 0.45
Ga 2.1060 -0.1400 1.5160 -0.90 -0.69 -0.62
N 3.1129 -0.2528 3.2035 -1.02 0.32 0.56
C 2.9412 0.6874 3.9400 1.95 0.48 -0.57
O 3.0542 1.6801 4.5907 -0.86 -0.53 0.29
C 0.2238 -0.8907 1.9307 0.59 0.21 -0.18
C -0.1823 -2.1351 1.4198 -0.27 0.84 0.66
C -1.4488 -2.6044 1.7437 0.14 -1.08 -0.76
N -2.3561 -1.9788 2.4851 0.36 0.13 -0.06
C -1.9491 -0.8002 2.9491 -0.43 1.04 0.63
C -0.7179 -0.2046 2.7162 0.26 -0.87 -0.36
C 1.8209 1.7528 0.8007 1.05 -0.43 0.02
C 2.8336 2.8224 1.2309 -1.19 0.68 -0.62
F 0.5060 2.1878 1.1344 0.13 0.29 0.01
H 8.0055 -1.2171 2.8248 -0.19 0.09 0.23
H 6.3740 -1.8550 2.5545 -0.11 0.26 0.01
H 6.6083 -0.6029 3.7823 -0.04 0.06 -0.22
H 5.9216 0.1353 -0.5804 -0.04 -0.02 0.22
H 4.2789 0.6795 -0.2446 0.29 0.26 0.40
H 4.8580 -1.9183 -0.7987 0.00 0.00 0.22
H 4.9363 -1.9290 0.9775 -0.13 -0.09 -0.19
H 2.6854 -2.4556 0.5736 -0.07 0.20 -0.14
H 2.5229 -1.4015 -0.8175 0.00 0.21 0.22
H 0.4843 -2.7251 0.7985 -0.16 -0.02 0.04
H -1.7364 -3.5850 1.3482 -0.12 0.19 0.14
H -2.6652 -0.2469 3.5662 0.01 -0.24 -0.11
H -0.4781 0.7578 3.1589 -0.13 -0.07 -0.08
H 1.8464 1.6947 -0.3007 -0.19 -0.03 0.16
H 3.8746 2.5249 1.0868 -0.16 -0.21 0.36
H 2.5966 3.1383 2.2510 0.49 -0.23 0.03
H 2.6732 3.7108 0.5916 0.14 -0.07 0.23
O -2.2348 -0.2122 -2.4969 -1.36 -3.18 0.38
P -3.6842 0.1280 -2.4632 0.29 7.24 -0.68
O -3.9581 0.8049 -3.9312 -0.29 -0.69 0.38
C -3.9761 -0.0367 -5.0795 0.00 -0.14 -0.13
C -5.2110 -0.9205 -5.1322 -0.02 -0.09 0.08
O -3.6652 1.4752 -1.5338 -0.26 -0.63 0.10
C -2.5282 1.7857 -0.7185 0.44 0.07 0.03
C -1.5395 2.6862 -1.4298 -0.01 0.27 -0.21
O -5.2984 -0.0506 -2.1391 1.48 -2.78 -0.12
C -5.6566 -1.0091 -1.1176 -0.17 -0.07 0.44
C -5.1011 -0.6497 0.2493 0.16 0.09 -0.12
H -3.0651 -0.6435 -5.1052 0.00 0.03 0.00
H -3.9588 0.6216 -5.9488 0.03 0.10 0.10
H -5.2031 -1.6579 -4.3259 0.00 -0.02 -0.05
H -5.2555 -1.4598 -6.0804 0.04 0.02 0.00
H -6.1174 -0.3259 -5.0189 0.02 0.03 -0.03
H -2.0428 0.8714 -0.3771 0.03 -0.01 -0.09
H -2.9042 2.2921 0.1723 -0.17 -0.04 -0.07
H -1.3377 2.3570 -2.4499 -0.01 -0.25 0.08
H -0.6003 2.7155 -0.8783 -0.04 0.02 0.05
H -1.9304 3.7039 -1.5077 -0.01 -0.01 0.06
H -5.3149 -2.0029 -1.4208 -0.06 -0.01 0.00
H -6.7461 -1.0326 -1.0824 0.02 0.12 -0.19
H -4.0105 -0.7269 0.2692 -0.03 -0.06 0.09
H -5.4952 -1.3255 1.0090 0.05 -0.04 -0.04
H -5.3613 0.3746 0.5138 -0.06 0.00 -0.02
```
Forces are in eV/Å.

Results
E = -3745.49584 a.u.
HOMO-LUMO gap = 7.44 eV
total charge = -1
LUMO energy = 2.01 eV
HOMO = -5.43 eV

Below is a cluster of 9 separate species, C19H32I2N9O3PS in total at a distorted geometry, with properties calculated with ωB97M-V with the def2-TZVPD basis set.

XYZ file:
```
67
Properties=species:S:1:pos:R:3:forces:R:3
C 0.6974 1.5247 3.0306 0.22 0.64 -0.12
C -0.4290 0.3373 2.9231 0.32 0.26 -0.83
I 0.4313 -1.4773 3.8887 -0.57 0.82 0.35
C -0.7534 -0.1213 1.3485 0.78 0.81 1.60
I -2.8410 -0.8169 1.3447 0.78 0.39 -0.32
O 0.0992 -1.2928 1.0933 0.26 0.76 -1.88
S 0.6430 -1.3637 -0.5210 -3.49 -2.44 -2.46
O -0.3997 -2.2474 -1.2610 3.71 2.66 2.48
O 2.0813 -2.2789 -0.4921 -1.37 1.43 2.91
P 3.1746 -1.7718 0.7748 4.57 0.61 -1.70
N 4.5810 -1.3023 0.0567 -2.01 -1.74 2.12
H 0.8217 2.1288 2.0112 -0.53 -1.35 2.09
H 1.7751 1.1483 3.3101 -2.26 0.45 -0.59
H 0.3665 2.2673 3.8734 0.72 -1.60 -1.81
H -1.4321 0.5477 3.4892 2.17 -0.21 -1.14
H -0.5540 0.7949 0.6306 -0.47 -2.11 1.24
H 2.6309 -0.6851 1.5957 -0.35 -1.21 -1.15
H 3.4137 -2.9004 1.6559 -0.95 0.68 -0.53
H 5.3563 -1.9595 0.3762 -1.32 1.01 -0.60
C 6.9552 -5.2779 -0.3264 0.01 0.97 0.76
C 6.9528 -4.0818 0.6116 0.00 6.47 5.09
N 6.9508 -3.0895 1.3897 0.03 -7.99 -6.17
H 7.9835 -5.5860 -0.5350 -0.14 0.15 0.11
H 6.4195 -6.1131 0.1330 0.08 0.22 0.02
H 6.4645 -5.0147 -1.2674 0.06 0.09 0.21
C -0.9886 -5.1342 -0.0481 -0.91 -0.61 0.70
C -2.0497 -5.9191 0.7059 -5.74 -4.30 4.08
N -2.9300 -6.5702 1.3314 6.98 5.21 -4.99
H -1.1781 -5.1892 -1.1236 -0.02 -0.08 0.22
H -1.0079 -4.0864 0.2638 -0.11 -0.21 -0.01
H 0.0011 -5.5497 0.1608 -0.22 -0.04 0.02
C 0.7673 1.9494 -3.5389 -0.09 0.13 1.22
C 0.6547 2.1080 -2.0313 -0.61 0.86 8.19
N 0.5612 2.2396 -0.7807 0.71 -1.00 -10.02
H 1.1896 2.8571 -3.9787 -0.06 -0.10 0.19
H 1.4169 1.1028 -3.7772 -0.08 0.12 0.18
H -0.2218 1.7717 -3.9699 0.11 0.04 0.20
C -3.0698 -4.3866 -3.8356 0.59 -1.07 0.15
C -2.3387 -5.7073 -3.6576 3.99 -7.22 0.95
N -1.7323 -6.8030 -3.5098 -4.84 8.79 -1.15
H -2.5425 -3.5933 -3.2987 0.02 -0.19 -0.02
H -3.1180 -4.1272 -4.8968 0.06 -0.15 0.16
H -4.0868 -4.4675 -3.4423 0.20 -0.10 -0.04
C -6.0928 -5.4572 0.7367 -0.79 0.92 0.49
C -7.0536 -4.3962 1.2482 -5.29 5.80 2.77
N -7.8507 -3.5161 1.6725 6.38 -7.01 -3.40
H -5.8855 -5.2921 -0.3242 -0.10 0.06 0.19
H -5.1536 -5.4098 1.2946 -0.19 0.00 -0.07
H -6.5324 -6.4504 0.8633 0.01 0.22 0.03
C -1.0498 5.6958 -1.7075 -0.10 0.44 -1.15
C -1.1935 6.3834 -3.0555 -0.79 3.74 -7.29
N -1.3128 6.9538 -4.1738 1.02 -4.53 8.89
H -1.0937 4.6107 -1.8360 -0.03 0.18 -0.08
H -0.0914 5.9621 -1.2535 -0.24 -0.01 -0.14
H -1.8586 6.0085 -1.0414 0.13 0.04 -0.19
C -0.8470 5.6505 4.4888 -0.11 -1.20 0.32
C -0.9954 4.1902 4.8839 -0.91 -7.89 2.24
N -1.1185 2.9788 5.2117 0.82 9.81 -2.50
H 0.2005 5.9539 4.5694 -0.16 -0.17 0.01
H -1.1808 5.7935 3.4575 0.05 -0.14 0.17
H -1.4514 6.2786 5.1490 0.07 -0.22 -0.05
C 1.8627 8.9176 -2.0782 -0.50 -0.49 1.00
C 1.2272 8.2933 -0.8466 -3.43 -3.33 6.74
N 0.7000 7.7754 0.1751 4.24 4.16 -8.15
H 2.8626 9.2874 -1.8349 -0.19 -0.11 0.09
H 1.9425 8.1728 -2.8747 -0.10 0.05 0.20
H 1.2506 9.7521 -2.4311 0.01 -0.19 0.14
```
Forces are in eV/Å.

Results
E = -2796.20823 a.u.
HOMO-LUMO gap = 8.99 eV
total charge = 0
relative energy (zero: lowest compared OMol25 entry of this formula, charge and spin) = 8.889 eV
LUMO energy = 0.00 eV
HOMO = -9.00 eV

Look up the HOMO-LUMO gap of the second one. 7.44 eV

Which of these has the lowest HOMO? C19H32I2N9O3PS

Among the records above, which one has the highest LUMO energy? C19H32FGaN2O7P

Look up the total charge of the third one. 0